[1]
The following is a DFT calculation (the ωB97M-V functional and the def2-TZVPD basis) of a structure of composition C21H29AuClF3N2O4SSi at a distorted geometry.

```
63
Properties=species:S:1:pos:R:3:forces:R:3:lowdin_charge:R:1
Au -1.052 0.064 0.888 0.864 0.399 0.319 1.20
C -3.588 -0.166 3.386 0.028 -0.097 -0.045 -0.02
C -2.508 -1.210 3.464 -0.122 0.395 -0.307 -0.33
C -2.451 -2.144 4.462 0.021 -0.100 0.054 -0.06
C -1.410 -3.088 4.438 0.038 -0.088 0.056 -0.07
C -0.461 -3.087 3.456 0.001 0.058 0.049 -0.03
C -0.498 -2.097 2.426 -0.278 -0.118 -0.023 -0.45
N -1.576 -1.218 2.488 0.857 0.163 -0.385 0.00
N 0.318 -1.925 1.417 0.156 -0.029 0.354 -0.06
Si 2.018 -2.206 1.376 -0.323 -0.121 0.042 0.35
C 2.803 -1.858 3.025 0.107 0.154 0.239 -0.16
C 2.398 -3.946 0.835 0.109 -0.324 -0.054 -0.18
C 2.775 -1.040 0.134 0.083 0.236 -0.190 -0.17
H -3.764 0.264 4.371 -0.002 -0.006 -0.001 0.09
H -4.525 -0.613 3.045 0.020 -0.013 -0.001 0.09
H -3.306 0.638 2.711 -0.004 -0.011 0.049 0.04
H -3.203 -2.144 5.239 0.041 0.001 -0.006 0.11
H -1.362 -3.840 5.217 0.001 0.016 -0.018 0.11
H 0.331 -3.823 3.440 -0.006 0.019 -0.009 0.10
H 2.318 -2.382 3.851 0.035 0.001 -0.026 0.02
H 2.744 -0.784 3.233 0.009 -0.076 0.023 0.03
H 3.859 -2.143 3.013 -0.046 0.022 0.029 0.03
H 2.105 -4.672 1.600 -0.004 0.020 -0.079 0.02
H 3.464 -4.095 0.630 -0.085 0.026 0.013 0.03
H 1.840 -4.176 -0.078 0.045 -0.034 0.048 0.03
H 2.252 -0.077 0.126 0.066 -0.081 0.028 0.01
H 2.776 -1.469 -0.872 -0.037 0.059 0.010 0.02
H 3.815 -0.837 0.409 -0.032 -0.027 -0.076 0.04
Cl -2.036 -1.454 -1.659 0.006 -0.030 -0.111 0.60
C -2.490 -0.871 -0.063 -0.559 -0.320 -0.104 -0.68
H -2.758 -1.719 0.552 -0.256 -0.080 -0.189 0.02
H -3.273 -0.121 -0.141 -0.161 -0.159 -0.151 0.04
C 0.496 3.108 -7.012 0.001 -0.019 0.032 -0.04
C 0.366 2.498 -5.644 -0.013 0.049 -0.088 -0.24
C -0.592 2.955 -4.749 -0.010 0.004 -0.010 0.00
C -0.731 2.415 -3.480 -0.110 0.078 0.056 -0.16
C -1.812 2.969 -2.587 0.112 -0.080 -0.030 -0.02
C 0.136 1.363 -3.110 0.049 -0.088 0.291 -0.10
C 0.071 0.751 -1.796 0.251 0.119 -0.299 -0.19
O -0.585 1.224 -0.867 -0.484 -0.031 0.490 -0.11
C 1.102 0.867 -4.013 0.074 -0.104 -0.051 -0.19
C 2.041 -0.265 -3.662 -0.045 0.084 0.002 -0.04
C 1.200 1.451 -5.262 0.053 -0.046 -0.011 0.00
H -0.128 3.993 -7.115 0.006 -0.011 0.009 0.08
H 0.200 2.392 -7.781 0.002 -0.003 0.020 0.09
H 1.531 3.389 -7.213 -0.010 -0.003 0.006 0.09
H -1.255 3.759 -5.047 0.021 -0.009 -0.007 0.12
H -2.439 3.654 -3.154 0.013 0.001 0.000 0.08
H -1.395 3.500 -1.731 0.026 -0.016 -0.008 0.10
H -2.439 2.175 -2.179 0.002 -0.005 -0.020 0.08
H 0.656 -0.159 -1.623 -0.089 -0.014 -0.037 0.10
H 1.506 -1.169 -3.366 -0.010 0.025 -0.015 0.09
H 2.710 0.004 -2.843 -0.022 0.006 0.007 0.08
H 2.657 -0.514 -4.524 -0.011 0.008 -0.003 0.08
H 1.947 1.084 -5.958 -0.025 0.017 0.015 0.12
F 1.246 2.174 4.784 0.073 -0.006 0.073 0.14
C 0.005 1.908 4.384 0.118 -0.022 0.073 -0.68
F -0.232 0.611 4.580 -0.055 -0.117 0.014 0.14
F -0.849 2.608 5.127 -0.025 0.070 0.113 0.14
S -0.207 2.357 2.626 -0.381 -0.127 -0.624 0.51
O -1.629 2.175 2.376 0.162 0.347 0.316 -0.36
O 0.316 3.681 2.510 0.227 -0.209 -0.033 -0.26
O 0.554 1.277 1.912 -0.469 0.251 0.183 -0.41
```
Forces are in eV/Å.

## Properties
**Relative energy (zero: lowest compared OMol25 entry of this formula, charge and spin)**: 9.1 kcal per mole
**LUMO energy**: -1.2 eV
**Frontier orbital gap**: 6.4 eV
**Charge**: 0
**HOMO energy**: -7.64 eV

=====

[2]
The following is a DFT calculation (the ωB97M-V functional and the def2-TZVPD basis) of the ion C5H9ClN3 with charge +1 at a distorted geometry.

```
18
Properties=species:S:1:pos:R:3:forces:R:3:lowdin_charge:R:1
C -1.186 0.155 -1.334 -1.142 1.723 1.821 0.01
C -0.711 0.039 0.179 -0.621 1.711 -0.602 -0.60
C -1.539 0.918 1.093 -3.603 0.785 -0.959 -0.03
N -0.751 -1.353 0.393 -1.903 -0.053 0.726 0.14
N 0.321 -1.916 0.259 2.885 -2.386 -0.141 0.13
C 1.381 -0.983 0.100 1.110 0.441 -0.725 -0.19
N 2.639 -1.234 -0.241 -4.833 1.107 1.404 0.32
C 0.784 0.362 0.362 0.598 -0.094 -1.655 -0.56
Cl 1.475 1.679 -0.605 -0.068 -0.348 0.339 0.75
H -2.189 -0.294 -1.525 1.280 -0.859 0.110 0.11
H -0.280 -0.158 -1.860 -0.904 0.320 -1.000 0.09
H -1.573 1.220 -1.354 1.520 -0.731 -0.769 0.11
H -2.740 0.718 0.963 3.077 0.241 0.339 0.16
H -1.431 2.007 0.774 0.126 -1.399 0.393 0.11
H -1.304 0.838 2.144 0.128 -0.160 0.263 0.08
H 3.179 -0.428 -0.364 1.433 1.239 -0.282 0.11
H 2.988 -2.131 -0.377 0.693 -1.951 -0.358 0.14
H 0.938 0.559 1.394 0.222 0.413 1.096 0.13
```
Forces are in eV/Å.

## Properties
**Relative energy (zero: lowest compared OMol25 entry of this formula, charge and spin)**: 65.5 kcal per mole
**SMILES**: CC1(C)N=NC(=[NH2+])[C@H]1Cl
**LUMO energy**: -6.2 eV
**Frontier orbital gap**: 8.4 eV
**Charge**: +1
**HOMO energy**: -14.60 eV

=====

[3]
The following is a DFT calculation (the ωB97M-V functional and the def2-TZVPD basis) of a structure of composition C28H53BI2IrN3OP2 at a distorted geometry.

```
91
Properties=species:S:1:pos:R:3:forces:R:3:mulliken_spin:R:1
Ir -0.285 -0.351 -0.732 0.053 0.086 0.005 1.09
C -2.993 1.666 1.048 0.103 -0.123 -0.031 0.00
C -3.545 0.255 0.822 0.278 -0.205 -0.163 -0.02
C -4.613 -0.040 1.872 0.106 -0.095 -0.054 0.01
C -4.147 0.179 -0.581 0.066 -0.078 -0.042 0.01
P -2.080 -0.952 0.889 0.155 0.107 -0.165 0.24
C -1.271 -0.550 2.524 -0.179 -0.379 -0.003 -0.03
N -0.393 0.549 2.224 0.221 0.924 1.946 0.14
B 0.115 0.793 0.912 -0.550 -1.315 -1.869 0.23
N 0.787 2.041 0.959 0.503 1.322 1.328 0.10
C 1.296 2.718 -0.206 0.043 0.043 -0.321 -0.04
P 1.052 1.515 -1.631 -0.041 -0.170 0.125 0.27
C 2.781 0.938 -2.126 -0.255 -0.069 0.043 -0.04
C 3.541 1.980 -2.938 -0.117 -0.024 0.043 0.01
C 3.540 0.632 -0.832 -0.210 0.120 0.012 0.01
C 2.629 -0.363 -2.916 -0.121 0.009 0.039 0.04
C 0.189 2.567 -2.942 -0.083 -0.323 0.225 -0.01
C -1.220 2.800 -2.389 0.050 -0.163 0.078 0.01
C 0.090 1.789 -4.251 0.045 -0.167 0.055 0.03
C 0.876 3.911 -3.187 0.104 -0.113 0.028 0.00
C 0.682 2.543 2.234 0.450 0.076 -1.296 0.23
C 1.137 3.734 2.785 0.091 0.489 0.377 -0.05
C 0.813 3.999 4.101 0.644 0.389 -0.982 0.16
C 0.068 3.095 4.869 -0.665 -1.123 0.225 0.14
C -0.365 1.893 4.351 -0.056 0.339 0.624 -0.06
C -0.060 1.611 3.024 -0.551 -1.308 -0.459 0.19
C -2.583 -2.781 1.012 0.138 0.198 -0.129 0.01
C -3.122 -3.121 2.402 0.015 0.189 -0.025 0.01
C -1.308 -3.585 0.754 0.035 0.134 -0.084 0.00
C -3.633 -3.112 -0.048 -0.029 0.205 -0.019 0.02
H -3.779 2.389 0.840 -0.093 0.030 -0.030 0.00
H -2.672 1.821 2.074 0.030 0.049 0.153 0.00
H -2.158 1.872 0.377 0.000 0.138 -0.063 -0.01
H -5.340 0.769 1.864 -0.072 0.115 -0.039 0.00
H -5.153 -0.956 1.654 -0.028 -0.120 0.023 0.00
H -4.206 -0.094 2.879 0.012 -0.026 0.150 0.00
H -4.795 1.035 -0.756 -0.061 0.143 0.060 0.00
H -3.367 0.185 -1.342 -0.008 0.008 -0.170 -0.01
H -4.753 -0.711 -0.708 0.004 -0.130 -0.089 0.00
H -2.006 -0.284 3.289 0.043 -0.018 -0.091 0.00
H -0.700 -1.416 2.879 -0.117 0.062 -0.043 0.01
H 0.717 3.630 -0.390 0.097 -0.127 -0.022 0.00
H 2.346 3.002 -0.084 -0.092 -0.055 -0.097 0.00
H 3.549 2.947 -2.439 0.070 0.154 -0.032 0.00
H 4.574 1.651 -3.044 0.082 -0.038 0.012 0.00
H 3.130 2.088 -3.938 -0.011 0.081 -0.049 0.00
H 3.906 1.531 -0.346 0.082 0.123 0.066 0.00
H 2.902 0.096 -0.134 0.005 -0.130 0.147 -0.01
H 4.400 0.009 -1.066 0.088 -0.063 -0.023 0.00
H 2.056 -0.231 -3.831 -0.077 -0.016 -0.061 0.00
H 3.614 -0.735 -3.194 0.131 0.045 -0.019 0.00
H 2.143 -1.122 -2.306 -0.027 -0.102 -0.059 -0.01
H -1.725 1.851 -2.199 -0.090 -0.025 -0.002 -0.01
H -1.204 3.379 -1.468 -0.061 0.093 0.155 0.00
H -1.813 3.355 -3.113 -0.006 0.052 -0.103 0.00
H -0.384 0.819 -4.108 -0.016 -0.028 -0.042 -0.01
H -0.516 2.351 -4.959 -0.070 0.110 -0.025 0.00
H 1.065 1.642 -4.707 0.100 -0.036 -0.071 0.00
H 1.141 4.431 -2.271 0.029 0.143 0.095 0.00
H 1.766 3.805 -3.796 0.111 0.016 -0.019 0.00
H 0.186 4.549 -3.735 -0.103 0.060 -0.046 0.00
H 1.722 4.436 2.211 0.009 0.039 -0.082 0.00
H 1.154 4.912 4.561 0.035 0.149 0.011 0.00
H -0.169 3.343 5.890 -0.017 0.035 0.171 0.00
H -0.920 1.199 4.959 -0.082 -0.103 0.064 0.00
H -2.355 -3.051 3.167 0.108 0.000 0.167 0.00
H -3.967 -2.503 2.686 -0.089 0.058 0.064 0.00
H -3.472 -4.152 2.383 0.020 -0.099 -0.011 0.00
H -0.504 -3.268 1.414 0.191 -0.030 0.103 0.00
H -1.495 -4.642 0.937 -0.125 -0.077 0.066 0.00
H -0.967 -3.478 -0.273 0.041 0.024 -0.062 -0.01
H -4.632 -2.846 0.288 -0.106 0.109 -0.007 0.00
H -3.432 -2.613 -0.993 0.003 -0.048 -0.156 -0.01
H -3.636 -4.183 -0.246 0.084 -0.094 0.049 0.00
C 2.735 -4.059 -1.227 -0.289 -0.134 -0.427 0.00
N 3.079 -3.360 -0.006 -0.108 0.159 -0.146 0.01
C 4.204 -3.910 0.720 0.284 -0.104 0.426 0.00
C 2.315 -2.375 0.453 0.141 0.079 0.054 0.01
C 2.682 -1.771 1.778 -0.128 0.011 -0.097 0.00
O 1.318 -1.995 -0.196 -0.474 0.314 -0.229 0.12
H 2.507 -5.101 -0.999 0.021 -0.029 -0.026 0.00
H 3.570 -4.028 -1.929 -0.030 0.014 0.061 0.00
H 1.860 -3.599 -1.677 0.058 -0.048 -0.025 0.00
H 4.805 -4.500 0.031 -0.021 0.070 0.050 0.00
H 3.866 -4.563 1.527 0.045 -0.048 0.000 0.00
H 4.832 -3.129 1.145 0.019 -0.041 -0.059 0.00
H 2.540 -2.521 2.554 0.044 -0.001 0.169 0.00
H 2.041 -0.916 1.978 -0.040 -0.018 0.000 0.01
H 3.721 -1.453 1.799 0.055 0.029 0.055 0.00
I -1.135 -1.780 -2.891 0.320 0.506 0.737 0.27
I -3.166 -4.102 -3.969 -0.170 -0.202 -0.096 0.90
```
Forces are in eV/Å.

## Properties
**Relative energy (zero: lowest compared OMol25 entry of this formula, charge and spin)**: 10.2 kcal per mole
**Expectation value of S²**: 6.03
**LUMO energy (spin up / spin down)**: -4.8 / -8.8 eV
**Multiplicity**: 5
**Frontier orbital gap (spin up / spin down)**: 8.1 / 4.1 eV
**Charge**: +2
**HOMO energy (spin up / spin down)**: -12.94 / -12.99 eV

=====

| no. | energy (hartree) |
| --- | --- |
| 1 | -2811.25923 |
| 2 | -820.04180 |
| 3 | -2745.09929 |